# 1
{"formula": "C27H22CoF3N5O7S", "method": "the ωB97M-V functional and the def2-TZVPD basis", "symbols": ["Co", "O", "C", "N", "C", "C", "C", "C", "C", "C", "N", "C", "O", "C", "C", "C", "C", "C", "N", "C", "C", "C", "C", "C", "N", "H", "H", "H", "H", "H", "H", "H", "H", "H", "H", "H", "H", "N", "C", "C", "O", "O", "H", "H", "H", "H", "H", "F", "C", "F", "F", "S", "O", "O", "O", "C", "C", "C", "C", "C", "C", "H", "H", "H", "H", "H"], "xyz": [[-0.13, -0.25, 0.29], [-3.19, 0.07, -2.47], [-2.11, -0.11, -1.90], [-1.83, 0.21, -0.60], [-2.62, 1.08, 0.15], [-3.99, 1.30, -0.01], [-4.65, 2.22, 0.81], [-3.96, 2.93, 1.78], [-2.60, 2.72, 1.95], [-1.93, 1.81, 1.15], [-0.57, 1.50, 1.25], [0.37, 2.21, 1.84], [0.35, 3.28, 2.46], [1.72, 1.53, 1.64], [2.82, 1.95, 2.37], [4.04, 1.33, 2.18], [4.13, 0.31, 1.24], [3.00, -0.05, 0.54], [1.81, 0.53, 0.75], [-0.96, -0.66, -2.63], [-0.92, -0.78, -4.00], [0.31, -0.81, -4.68], [1.41, -0.34, -3.93], [1.35, -0.27, -2.57], [0.28, -1.02, -1.93], [-4.52, 0.76, -0.78], [-5.71, 2.37, 0.67], [-4.49, 3.64, 2.41], [-2.04, 3.26, 2.70], [2.67, 2.76, 3.07], [4.90, 1.62, 2.76], [5.06, -0.21, 1.05], [3.02, -0.83, -0.21], [-1.86, -0.71, -4.53], [0.35, -0.88, -5.76], [2.27, 0.10, -4.44], [2.04, 0.29, -1.95], [3.02, -2.88, 2.81], [2.09, -3.98, 2.61], [0.95, -3.58, 1.69], [-0.06, -4.21, 1.58], [1.19, -2.45, 0.99], [3.82, -3.18, 3.36], [2.55, -2.14, 3.33], [2.06, -2.12, 1.31], [1.63, -4.39, 3.51], [2.60, -4.80, 2.09], [-2.78, -2.58, 4.02], [-1.52, -2.37, 4.39], [-1.53, -2.12, 5.71], [-0.84, -3.51, 4.22], [-0.76, -0.95, 3.48], [-1.37, 0.19, 4.11], [0.66, -1.13, 3.74], [-1.14, -1.23, 2.10], [0.86, -5.22, -1.80], [1.94, -4.37, -2.01], [1.76, -3.00, -2.07], [0.50, -2.44, -1.91], [-0.58, -3.29, -1.69], [-0.40, -4.66, -1.63], [1.01, -6.29, -1.75], [2.94, -4.78, -2.14], [2.60, -2.34, -2.27], [-1.57, -2.87, -1.54], [-1.25, -5.30, -1.44]], "nbo_charge": [1.501, -0.721, 0.628, -0.829, 0.246, -0.273, -0.243, -0.266, -0.226, 0.090, -0.711, 0.591, -0.713, 0.189, -0.226, -0.170, -0.275, 0.032, -0.523, -0.103, -0.173, -0.452, -0.237, -0.193, -0.558, 0.238, 0.181, 0.182, 0.232, 0.247, 0.200, 0.210, 0.216, 0.215, 0.182, 0.184, 0.179, -0.873, -0.341, 0.804, -0.564, -0.716, 0.361, 0.408, 0.517, 0.207, 0.206, -0.321, 0.686, -0.338, -0.334, 2.367, -0.947, -1.036, -1.005, -0.274, -0.238, -0.226, 0.199, -0.242, -0.180, 0.189, 0.187, 0.213, 0.239, 0.199], "homo_energy_ha": [-0.02605, -0.02651], "s2": 3.7582, "multiplicity": 4, "charge": -2, "de_lowest_kj_mol": 179.5, "mol_weight_g_mol": 676.50, "max_force_ev_per_a": 0.72, "lumo_energy_ev": [4.263, 4.262]}

---

# 2
{"formula": "C36H59CeN5PS", "method": "the ωB97M-V functional and the def2-TZVPD basis", "symbols": ["Ce", "C", "C", "N", "C", "S", "N", "C", "C", "H", "H", "H", "H", "H", "H", "H", "H", "H", "H", "H", "H", "N", "C", "C", "C", "C", "C", "C", "C", "C", "C", "C", "C", "C", "C", "H", "H", "H", "H", "H", "H", "H", "H", "H", "H", "N", "N", "H", "H", "H", "H", "C", "C", "C", "C", "C", "C", "P", "C", "C", "C", "C", "C", "C", "C", "C", "C", "C", "C", "C", "H", "H", "H", "H", "H", "H", "H", "H", "H", "H", "H", "H", "H", "H", "H", "H", "H", "H", "H", "H", "H", "H", "H", "H", "H", "H", "H", "H", "H", "H", "H", "H", "H"], "xyz": [[1.18, -0.74, 1.13], [2.94, 1.34, -4.43], [4.07, 0.46, -3.93], [4.03, 0.27, -2.45], [3.47, -0.64, -1.68], [3.75, -0.42, 0.06], [2.77, -1.70, -2.09], [2.43, -2.18, -3.46], [1.46, -3.34, -3.34], [3.06, 1.51, -5.50], [2.96, 2.31, -3.93], [1.97, 0.88, -4.26], [5.03, 0.92, -4.14], [4.08, -0.50, -4.42], [4.48, 1.00, -1.93], [2.61, -2.38, -1.37], [3.34, -2.50, -3.96], [1.99, -1.37, -4.02], [1.95, -4.22, -2.90], [1.11, -3.63, -4.33], [0.60, -3.07, -2.73], [0.21, -2.60, 0.47], [-0.73, -3.42, 0.82], [-1.05, -4.53, -0.09], [-2.37, -4.75, -0.51], [-2.63, -5.78, -1.39], [-1.61, -6.62, -1.83], [-0.30, -6.40, -1.41], [-0.01, -5.35, -0.56], [-1.45, -3.28, 2.11], [-1.39, -2.11, 2.87], [-2.07, -1.97, 4.06], [-2.84, -3.04, 4.53], [-2.89, -4.23, 3.81], [-2.20, -4.35, 2.61], [-3.17, -4.10, -0.17], [-3.65, -5.95, -1.73], [-1.83, -7.44, -2.49], [0.50, -7.06, -1.75], [1.01, -5.17, -0.22], [-0.82, -1.25, 2.54], [-2.02, -1.05, 4.62], [-3.39, -2.94, 5.46], [-3.46, -5.07, 4.18], [-2.24, -5.29, 2.07], [1.61, -0.99, 3.98], [2.56, -1.70, 3.16], [2.07, -0.65, 4.82], [0.91, -1.66, 4.28], [2.76, -2.63, 3.51], [3.45, -1.20, 3.20], [-1.25, 4.36, -3.33], [0.26, 4.27, -3.11], [0.60, 3.67, -1.72], [-0.54, 2.75, -1.25], [-1.09, 1.97, -2.46], [-1.85, 2.94, -3.39], [-0.12, 1.69, 0.19], [-1.67, 1.31, 1.10], [-2.48, 0.18, 0.41], [-3.78, -0.01, 1.18], [-4.68, 1.24, 1.02], [-3.87, 2.49, 0.67], [-2.55, 2.54, 1.44], [0.86, 2.77, 1.34], [2.33, 2.88, 0.83], [3.37, 2.71, 1.95], [2.96, 3.56, 3.15], [1.67, 3.02, 3.77], [0.80, 2.22, 2.78], [-1.47, 4.90, -4.24], [-1.70, 4.94, -2.51], [0.73, 5.25, -3.20], [0.69, 3.65, -3.90], [0.75, 4.47, -1.00], [1.53, 3.11, -1.79], [-1.35, 3.37, -0.84], [-1.73, 1.14, -2.18], [-0.24, 1.53, -2.99], [-2.90, 2.97, -3.11], [-1.80, 2.57, -4.41], [-1.33, 0.87, 2.05], [-1.89, -0.74, 0.36], [-2.72, 0.45, -0.62], [-3.55, -0.18, 2.24], [-4.30, -0.91, 0.83], [-5.22, 1.41, 1.95], [-5.43, 1.07, 0.25], [-4.45, 3.39, 0.90], [-3.66, 2.53, -0.41], [-2.76, 2.53, 2.52], [-2.02, 3.48, 1.25], [0.40, 3.76, 1.34], [2.48, 3.86, 0.37], [2.52, 2.15, 0.05], [4.35, 3.00, 1.58], [3.46, 1.66, 2.26], [2.80, 4.59, 2.79], [3.75, 3.61, 3.89], [1.06, 3.83, 4.16], [1.90, 2.37, 4.62], [-0.22, 2.21, 3.14], [1.13, 1.17, 2.80]], "lowdin_charge": [0.980, -0.061, -0.175, 0.056, -0.682, 0.689, 0.042, -0.190, -0.062, 0.099, 0.075, 0.060, 0.135, 0.102, 0.131, 0.095, 0.128, 0.109, 0.086, 0.098, 0.074, -0.034, -0.245, -0.205, -0.025, -0.035, -0.029, -0.047, -0.034, -0.143, -0.086, -0.052, -0.015, -0.009, 0.023, 0.127, 0.123, 0.124, 0.121, 0.116, 0.030, 0.125, 0.130, 0.131, 0.132, -0.008, -0.081, 0.124, 0.093, 0.129, 0.105, -0.180, -0.172, -0.184, -0.404, -0.189, -0.165, 1.041, -0.442, -0.208, -0.166, -0.157, -0.176, -0.165, -0.394, -0.220, -0.197, -0.166, -0.149, -0.222, 0.122, 0.119, 0.122, 0.106, 0.115, 0.092, 0.113, 0.087, 0.104, 0.113, 0.119, 0.077, 0.082, 0.102, 0.103, 0.119, 0.119, 0.120, 0.127, 0.106, 0.129, 0.105, 0.133, 0.118, 0.041, 0.129, 0.085, 0.128, 0.123, 0.127, 0.115, 0.112, 0.025], "homo_energy_ha": [-0.60230, -0.60231], "multiplicity": 1, "charge": 3, "mol_weight_g_mol": 765.06, "max_force_ev_per_a": 2.80, "lumo_energy_ev": [-10.592, -10.603]}

---

# 3
{"formula": "CFN5O2", "method": "the ωB97M-V functional and the def2-TZVPD basis", "symbols": ["C", "N", "N", "N", "N", "N", "O", "O", "F"], "xyz": [[0.73, -0.71, -0.55], [2.24, -0.25, 0.16], [-0.09, 0.19, -0.04], [1.85, 0.80, 0.69], [0.58, 1.12, 0.73], [-1.67, 0.25, 0.03], [-2.19, -0.61, -0.56], [-2.04, 1.10, 0.71], [0.58, -1.89, -1.17]], "nbo_charge": [0.546, -0.038, -0.329, -0.065, 0.094, 0.674, -0.326, -0.298, -0.259], "homo_energy_ha": [-0.26432, -0.41353], "s2": 2.0310, "multiplicity": 3, "mol_weight_g_mol": 133.04, "max_force_ev_per_a": 5.59, "lumo_energy_ev": [-0.098, -3.617]}

---

# 4
{"formula": "C4H8N2OS", "method": "the ωB97M-V functional and the def2-TZVPD basis", "symbols": ["C", "C", "C", "C", "H", "H", "H", "H", "H", "H", "H", "H", "N", "N", "O", "S"], "xyz": [[-0.15, 0.87, 2.02], [-0.01, 0.02, 0.98], [-0.09, -1.50, 1.17], [0.44, 0.59, -0.26], [-0.66, 1.49, 4.03], [0.00, -0.22, 3.94], [-0.13, 1.88, 1.79], [1.06, -1.98, 1.26], [-0.73, -1.76, 2.13], [-0.83, -1.75, -0.71], [0.79, 1.71, -0.04], [0.58, -0.35, -3.76], [-0.32, 0.57, 3.33], [0.37, -0.10, -1.39], [-0.97, -1.95, 0.16], [0.39, 0.83, -2.93]], "nbo_charge": [0.082, -0.218, -0.069, 0.098, 0.394, 0.422, 0.186, 0.167, 0.192, 0.497, 0.164, 0.139, -0.818, -0.608, -0.738, 0.109], "homo_energy_ha": -0.28719, "multiplicity": 1, "de_lowest_kj_mol": 379.4, "mol_weight_g_mol": 132.19, "max_force_ev_per_a": 6.27, "smiles": "N/C=C(/C=N/S)CO", "lumo_energy_ev": 0.447}

---

# 5
{"formula": "C3H14N2O3", "method": "the ωB97M-V functional and the def2-TZVPD basis", "symbols": ["C", "C", "O", "N", "C", "N", "H", "H", "H", "H", "H", "H", "H", "H", "H", "H", "H", "H", "O", "H", "H", "O"], "xyz": [[-1.25, 1.15, 0.38], [0.12, 1.21, 1.03], [0.53, 0.04, 1.75], [-1.52, 0.13, -0.62], [-1.77, -1.23, -0.20], [-0.64, -2.07, 0.00], [-1.41, 2.13, -0.07], [-1.88, 0.81, 1.21], [0.96, 1.65, 0.48], [-0.04, 1.98, 1.81], [1.41, 0.25, 2.08], [-0.97, 0.28, -1.46], [-2.46, -1.68, -0.93], [-2.40, -1.16, 0.68], [-0.19, -2.02, 0.90], [-0.14, -2.40, -0.80], [1.90, 1.70, -2.66], [1.78, 0.65, -1.59], [1.33, 1.00, -2.36], [1.59, -0.59, -0.32], [2.57, -1.30, 0.64], [2.47, -0.54, 0.06]], "nbo_charge": [-0.237, -0.095, -0.745, -0.661, -0.059, -0.898, 0.208, 0.192, 0.164, 0.157, 0.477, 0.373, 0.181, 0.183, 0.390, 0.371, 0.474, 0.471, -0.945, 0.478, 0.482, -0.962], "homo_energy_ha": -0.30008, "multiplicity": 1, "de_lowest_kj_mol": 142.6, "mol_weight_g_mol": 126.16, "max_force_ev_per_a": 2.42, "smiles": "NCNCCO.O.O", "lumo_energy_ev": 0.564}

---

# 6
{"formula": "C7H15NO", "method": "the ωB97M-V functional and the def2-TZVPD basis", "symbols": ["C", "C", "C", "C", "C", "N", "C", "C", "O", "H", "H", "H", "H", "H", "H", "H", "H", "H", "H", "H", "H", "H", "H", "H"], "xyz": [[0.81, -0.22, 0.05], [-2.30, 1.62, -0.19], [1.38, -1.53, -0.51], [1.81, 0.88, -0.37], [0.92, -0.25, 1.59], [-1.63, 0.53, -0.88], [-1.01, -0.43, -0.12], [-1.64, -1.50, 0.31], [-0.83, 0.96, -1.92], [0.05, 1.15, -1.37], [-2.91, 1.20, 0.61], [-1.57, 2.32, 0.25], [-2.91, 2.17, -0.91], [0.50, 0.66, 2.02], [2.43, -1.68, -0.21], [0.86, -2.41, -0.13], [1.33, -1.53, -1.60], [1.45, 1.86, -0.05], [1.90, 0.92, -1.46], [2.81, 0.68, 0.02], [0.43, -1.11, 2.03], [1.96, -0.34, 1.92], [-2.66, -1.71, 0.01], [-1.15, -2.26, 0.90]], "nbo_charge": [-0.071, -0.415, -0.624, -0.655, -0.618, -0.205, 0.239, -0.473, -0.559, 0.464, 0.213, 0.165, 0.213, 0.207, 0.200, 0.211, 0.215, 0.213, 0.214, 0.233, 0.210, 0.195, 0.224, 0.204], "homo_energy_ha": -0.30143, "multiplicity": 1, "de_lowest_kj_mol": 459.4, "mol_weight_g_mol": 129.20, "max_force_ev_per_a": 3.58, "smiles": "C=C(N(C)O)C(C)(C)C", "lumo_energy_ev": 0.848}

---

What is the multiplicity in the third record?
3

---

What is the multiplicity in the sixth record?
1